Here is a molecular structure, C39H45ClCsN8O7P at a distorted geometry from the OMol25 dataset. Energies are from the ωB97M-V functional and the def2-TZVPD basis.

XYZ file:
```
102
Properties=species:S:1:pos:R:3:lowdin_charge:R:1
Cs -0.73134 -1.23793 1.26488 1.184
Cl -5.47716 1.91698 5.21286 0.595
P 0.11181 -3.86972 -1.50603 0.855
O -0.28147 -0.67640 3.85006 -0.276
O -1.37936 -0.45664 -1.07764 -0.378
O -1.30705 -4.38304 2.23994 -0.289
O 0.57598 -3.63695 -3.06849 -0.347
O -2.70319 -4.07856 3.81187 -0.206
O -1.48485 -3.84656 -1.75955 -0.333
O 0.46097 -5.47783 -1.44801 -0.364
N 2.17855 1.33498 2.95520 0.024
N -0.27404 3.86928 -2.25497 -0.017
N -3.29265 0.35394 2.44156 0.087
N -2.39122 -3.85854 2.62970 -0.370
N 3.06042 -2.12266 2.55331 -0.214
N 1.52715 -0.65618 -0.79498 -0.014
N -1.48323 4.61402 -8.86562 0.132
N -0.47044 3.15285 -0.16215 0.108
C 2.37971 0.37478 4.02570 -0.252
C 0.38868 4.23287 -0.20699 -0.135
C -0.84119 2.94868 -1.39572 -0.106
C -2.88677 1.38706 1.82311 -0.142
C -0.27875 1.66050 3.41373 -0.141
C -2.04830 -4.41124 -2.94265 -0.126
C -0.92706 2.91205 -4.38012 0.028
C -2.10500 3.13439 4.55314 -0.126
C -1.28943 4.47003 -7.74350 -0.197
C -2.12795 -0.33020 -3.32270 -0.040
C -0.52980 4.00757 -3.63117 -0.167
C 1.00736 1.84500 2.77688 -0.175
C 3.37442 -1.96431 0.09991 -0.175
C -2.58096 2.71010 2.43907 -0.160
C -1.10906 -0.34482 -2.30543 -0.456
C -0.76549 0.47719 3.98283 -0.453
C -1.18596 3.06577 -5.73055 0.001
C -1.24122 2.81046 3.30578 -0.157
C 1.98416 -3.54278 -3.26308 -0.146
C -1.03649 4.30919 -6.33981 -0.242
C -2.09377 0.53748 4.73147 -0.085
C 0.26234 -6.08528 -0.14870 -0.129
C -0.39082 5.25619 -4.23266 -0.011
C 3.78075 -0.24577 3.98431 -0.180
C 3.69480 -1.76035 3.81689 -0.223
C 4.01325 -2.19201 1.46522 -0.222
C 0.51706 4.69463 -1.47671 -0.070
C -0.63391 5.40722 -5.58385 -0.037
C -1.83272 -0.33546 -4.67322 -0.149
C 2.76766 -0.56177 -0.05619 -0.226
C 1.43520 -0.14403 -1.94646 -0.147
C -0.51660 -0.26168 -5.13692 -0.166
C -2.55728 1.87979 5.34223 -0.144
C 0.24790 -0.19532 -2.81225 -0.158
C -3.84107 1.81959 4.48838 -0.670
C 2.16983 -3.26705 2.64637 -0.083
C -3.42940 0.45970 3.88049 -0.221
C -3.40239 3.06331 3.69682 -0.169
C 0.49299 -0.15756 -4.18575 -0.096
H -0.24252 -5.41123 0.55641 0.035
H 3.09611 -2.17732 4.63115 0.118
H 2.55175 -0.18684 0.94965 0.086
H -1.01522 1.93058 -3.93257 0.078
H 1.11801 5.47928 -1.90587 0.105
H -0.28943 -0.27324 -6.19712 0.083
H -0.71104 3.70087 2.96551 0.126
H -4.13027 3.86699 3.62536 0.125
H -2.65343 -0.39355 -5.38413 0.092
H 1.23299 -6.38507 0.24747 0.074
H 2.42225 -2.79221 -2.59766 0.056
H 1.40517 -3.07683 3.40077 0.087
H 4.69417 -2.22535 3.89635 0.108
H -1.90482 -3.73548 -3.78634 0.075
H 4.54995 -3.16073 1.46932 0.114
H 4.11400 -2.15758 -0.68494 0.104
H -1.51550 2.17064 -1.73623 0.127
H -4.05494 -0.35651 4.22906 0.133
H 4.36426 -0.01074 4.88290 0.094
H -1.82942 4.00322 5.15038 0.131
H 2.47333 -4.50544 -3.08988 0.076
H 2.57644 -2.69517 -0.05503 0.068
H -3.15500 -0.41120 -2.98070 0.105
H 0.96968 2.61003 1.99222 0.074
H -2.70919 1.25710 0.75575 0.094
H -2.07127 -0.28019 5.44682 0.147
H 3.46603 0.14430 -0.53212 0.109
H 2.14919 -3.23487 -4.29478 0.079
H -2.58892 1.95179 6.42711 0.136
H -3.11181 -4.54615 -2.75364 0.082
H -1.48292 2.19472 -6.29892 0.114
H 2.18656 0.86497 4.99353 0.119
H -2.60281 3.47967 1.66806 0.120
H -0.52445 6.37553 -6.05291 0.114
H -1.59832 -5.37975 -3.17288 0.076
H 1.64302 -3.43632 1.70425 0.053
H 4.32942 0.18668 3.14145 0.090
H -0.36681 -6.96513 -0.28623 0.077
H 2.29766 0.37834 -2.39727 0.117
H 2.70134 -4.20503 2.89361 0.087
H 4.76907 -1.41932 1.63461 0.112
H 1.64043 -0.42338 3.96176 0.073
H -0.11058 6.11205 -3.63437 0.104
H 0.88671 4.59581 0.68230 0.096
H 1.52752 -0.06296 -4.51207 0.103
```

The energy comes out at -89783.8656 eV. For the frontier orbital gap, the calculation gives 5.38 eV. The molar mass comes out at 937.2 g/mol. The total charge is -2.



Here is a molecular structure, C39H45F3N2S6SbV at a distorted geometry from the OMol25 dataset. Energies are from the ωB97M-V functional and the def2-TZVPD basis.

XYZ file:
```
97
Properties=species:S:1:pos:R:3:lowdin_spin:R:1
Sb 0.17496 2.41282 -0.33554 0.001
V -0.22814 -1.88728 0.80086 1.937
S -0.73624 0.20832 1.88366 0.012
S 3.95976 -1.04928 3.03576 0.006
S 1.98086 -1.44188 0.76206 -0.025
S 2.16586 -2.34848 4.95766 0.000
S 4.71356 -1.17118 5.91526 -0.004
S 0.13636 -2.98408 2.79516 0.004
F -1.07114 8.39702 1.07296 0.000
F 5.01116 2.89012 3.62266 0.000
F 2.16636 3.85062 -6.10074 0.000
N -1.09034 1.68082 3.97546 0.003
N -0.94404 -0.58198 4.41656 0.003
C -0.58194 -3.30418 -0.89474 -0.008
C 1.69886 -4.19348 -1.66344 0.000
C 0.25426 -4.52448 -1.27024 0.000
C -4.49604 -3.33688 0.73386 0.001
C 2.81276 3.45382 3.01426 0.000
C 1.79306 3.57762 -4.83074 0.000
C 3.05966 1.83652 0.77166 -0.001
C -4.36264 -0.84068 0.58876 0.000
C 4.12456 1.95442 1.64916 0.000
C -3.61554 -2.10808 1.02086 0.006
C -0.74744 -1.99628 -1.46764 0.000
C -0.82174 7.11002 0.74716 0.000
C -0.44254 -5.27388 -2.41964 -0.002
C 3.68016 -1.50418 4.70106 0.001
C -1.52864 4.84102 0.63556 0.000
C -0.26274 -2.22818 -3.95314 0.000
C 2.74516 3.13402 -3.93254 0.000
C 2.35366 2.83722 -2.63554 0.000
C -1.57004 -3.43688 0.12986 0.000
C -1.80264 6.16042 0.95856 0.000
C -1.75894 -1.36518 -0.69844 0.004
C 2.42626 -1.62458 2.40786 0.015
C 0.66036 5.45822 -0.10914 0.000
C 0.40836 6.77882 0.20846 0.000
C 0.09806 3.43052 -3.17324 0.000
C 1.26686 -0.84608 -2.52154 0.002
C -0.29844 4.48212 0.10986 0.001
C 3.98656 2.76942 2.75696 0.000
C -2.32474 -2.25908 0.24066 0.020
C 0.33966 -5.50658 -0.08294 0.000
C -1.01614 -0.07448 -3.07934 0.000
C 0.46756 3.74492 -4.46734 0.000
C -0.17934 -1.31588 -2.71704 0.003
C 1.61946 -2.26698 3.29256 0.000
C -3.36384 -2.03018 2.53466 0.003
C 1.76616 3.32592 2.12106 0.000
C -0.91444 0.42212 3.55276 0.010
C 1.03266 2.98562 -2.24724 0.000
C 1.88836 2.54722 0.97876 0.000
H -4.30574 -2.09598 3.07846 0.000
H 5.05126 1.42452 1.49276 0.000
H 1.93866 -1.66828 -2.30134 0.000
H -2.89674 -1.07818 2.77706 0.000
H -2.13914 -0.37138 -0.86534 0.002
H 1.75486 -3.68568 -2.62004 0.000
H 0.51056 -2.98968 -3.96144 0.000
H -1.01884 2.41492 3.29296 0.000
H 2.27306 -5.11388 -1.75194 0.000
H 3.76846 3.01552 -4.25624 0.000
H -2.28824 4.08562 0.79556 0.000
H -4.61854 -0.88398 -0.46784 0.000
H -0.25344 4.08962 -5.19344 0.000
H 1.04296 -6.30408 -0.32134 0.000
H -0.59024 0.40192 -3.96274 0.000
H 1.31936 -0.14078 -1.69244 0.001
H -0.77974 -1.53138 4.06816 0.001
H 3.14796 1.15882 -0.06484 0.000
H -5.28834 -0.74448 1.15336 0.000
H 1.14856 7.54632 0.05006 0.000
H -2.71884 -2.84648 2.85876 0.000
H -0.94064 3.51972 -2.87834 0.000
H 3.09286 2.47912 -1.93244 0.000
H 1.61746 5.17912 -0.52914 0.000
H -1.79374 -4.34948 0.65916 0.002
H -2.75504 6.45662 1.36746 0.000
H 1.61236 -0.34308 -3.42374 0.000
H -3.75704 0.04652 0.77356 0.000
H -1.48994 -5.44158 -2.17544 0.000
H -0.39924 -4.71328 -3.34514 0.000
H -4.60654 -3.49318 -0.33814 0.000
H -0.12894 -1.62738 -4.85124 0.000
H -1.01274 0.66242 -2.27654 0.000
H -1.14124 1.92702 4.94956 0.000
H 0.84366 3.85892 2.31576 0.000
H -1.24164 -2.70048 -4.01664 0.000
H -5.48734 -3.19818 1.16136 0.000
H -2.04314 -0.36098 -3.30434 0.000
H 0.69516 -5.00188 0.81836 0.000
H -1.02214 -0.42328 5.40816 0.000
H 0.04836 -6.23308 -2.57944 0.000
H -0.61974 -5.97998 0.12046 0.000
H 2.73046 4.06802 3.89766 0.000
H 2.16896 -3.57328 -0.89864 -0.001
H -4.06164 -4.23038 1.17776 0.000
```

The energy comes out at -149545.0281 eV. Its spin multiplicity is 3. The expectation value of S² is 2.048. For the frontier orbital gap (spin up / spin down), the calculation gives 6.75 / 7.10 eV. The molar mass comes out at 963.9 g/mol. The total charge is 0.



Here is a molecular structure, C39H45F3N4ORhSSbSi2 at a distorted geometry from the OMol25 dataset. Energies are from the ωB97M-V functional and the def2-TZVPD basis.

XYZ file:
```
97
Properties=species:S:1:pos:R:3:lowdin_charge:R:1
Sb 0.14728 1.59917 0.84268 1.652
Rh 0.21358 -1.22543 0.46678 0.649
S 0.84978 -1.75053 2.89648 0.639
Si -2.77452 -2.24223 -0.67522 0.466
Si -3.10972 -0.53583 2.15858 0.452
F -3.09522 4.36397 -3.71692 0.060
F -0.86762 5.66507 5.52058 0.059
F 5.46548 4.38897 -1.00072 0.056
O 0.66528 -0.12173 -1.36742 -0.283
N 2.88138 -0.31963 1.87408 -0.048
N 0.91468 -3.63583 0.28958 0.062
N 2.66898 -0.27903 4.13598 0.068
N 2.44348 -0.55473 0.64508 -0.126
C 4.23468 3.30757 0.68928 -0.003
C 0.33248 3.83987 4.63748 0.002
C 0.56788 -5.18083 -1.56062 -0.051
C 2.22758 -5.36873 -3.28222 -0.088
C -2.40532 3.77067 -2.71842 -0.266
C 3.77318 -0.77073 -3.98762 -0.107
C 3.05898 2.69957 1.09228 -0.126
C 2.22198 -0.71303 2.92098 -0.896
C -1.56882 4.54227 -1.93212 0.004
C -2.54522 2.40907 -2.52162 0.006
C -1.24512 3.96377 2.35758 -0.121
C 4.33808 3.75227 -0.61552 -0.273
C -0.22632 3.03027 2.43928 -0.354
C 2.57218 -3.85933 -1.45322 -0.027
C 2.47278 -0.55223 -4.44682 -0.080
C -0.86142 3.92467 -0.91672 -0.138
C -3.49932 -3.97463 -0.26022 -0.181
C -4.21002 0.79437 1.34218 -0.171
C -1.45042 -2.48763 -2.04012 -0.178
C -4.17982 -1.22693 -1.47542 -0.177
C -0.99772 2.56347 -0.69142 -0.371
C 3.30878 -0.57593 -0.32742 -0.090
C 1.01348 -5.75413 -2.73712 -0.080
C 2.00958 2.52357 0.20088 -0.327
C 0.53768 2.95527 3.59388 -0.126
C -1.46942 4.85937 3.38868 0.002
C -4.23182 -1.77993 3.09768 -0.181
C -2.07872 0.31877 3.53208 -0.198
C 1.44558 -0.33703 -3.56442 -0.010
C 3.32088 3.56527 -1.53332 0.005
C -2.06392 -1.55173 0.94828 -0.404
C 2.16158 2.93187 -1.11782 -0.115
C 1.35288 -4.23873 -0.90362 -0.320
C -0.66372 4.79147 4.51038 -0.269
C 2.99898 -4.41063 -2.64362 -0.071
C 1.65348 -0.33983 -2.16592 -0.375
C -1.83112 1.80867 -1.49852 -0.127
C 4.02498 -0.74623 -2.64152 -0.058
C 2.99338 -0.55623 -1.70732 -0.184
H 1.66438 -3.51203 0.96708 0.059
H 1.36998 2.75287 -1.83282 0.102
H -2.73272 -4.67853 0.04708 0.008
H -1.53262 -1.72563 -2.80802 0.024
H 0.44428 -0.14133 -3.91452 0.109
H -2.14922 1.40147 3.46188 0.005
H -3.96622 -0.16583 -1.50452 -0.005
H -1.02592 0.06007 3.45988 -0.057
H -1.90012 0.74247 -1.32862 0.073
H -0.38742 -5.45803 -1.13922 0.106
H 0.14268 -4.14463 0.70918 0.097
H 2.96908 2.34207 2.10768 0.078
H -4.33562 -1.55243 -2.49982 0.030
H 5.05778 3.44437 1.37308 0.118
H -0.43882 -2.41903 -1.63782 -0.027
H 4.36698 -0.61683 -0.05992 0.134
H -5.11852 -1.35433 -0.94892 0.023
H -1.87462 3.98887 1.48158 0.092
H -3.20352 1.84267 -3.16182 0.120
H -4.21752 -3.91223 0.54928 0.010
H 3.17098 -3.12323 -0.94112 0.097
H 2.28058 -0.55013 -5.51012 0.103
H -3.63052 -2.48333 3.66748 0.027
H -4.85382 -2.34983 2.41508 0.009
H -1.63012 -2.38383 1.53138 -0.038
H -3.66812 1.36967 0.59858 0.004
H 2.57128 -5.82283 -4.19892 0.100
H -5.07412 0.35287 0.86068 0.016
H 3.43528 3.91887 -2.54722 0.121
H -2.40872 0.01727 4.52348 0.030
H -4.89142 -1.27423 3.79608 0.024
H -4.58142 1.49377 2.08478 0.028
H 4.56848 -0.95893 -4.69072 0.096
H 0.40658 -6.50143 -3.22992 0.106
H 2.35038 -0.78883 4.94428 0.079
H 3.61698 0.06427 4.15458 0.098
H 0.92588 3.79817 5.53728 0.120
H 1.28538 2.17947 3.69178 0.081
H -1.48062 5.60057 -2.12062 0.121
H -2.25162 5.60067 3.33188 0.121
H -1.53802 -3.45533 -2.52492 0.025
H -4.00982 -4.40163 -1.11702 0.023
H 5.03508 -0.89023 -2.28252 0.112
H -0.19272 4.50757 -0.29792 0.110
H 3.93658 -4.09293 -3.07512 0.105
```

The energy comes out at -93469.9295 eV. For the frontier orbital gap (spin up / spin down), the calculation gives 6.02 / 6.03 eV. The molar mass comes out at 955.7 g/mol. The total charge is 0.